1.
Computed, not measured: C26H33NOP2Tl as an isolated structure at a distorted geometry, with ωB97M-V with the def2-TZVPD basis set.

Geometry as XYZ:
```
64
Properties=species:S:1:pos:R:3:forces:R:3:lowdin_charge:R:1
C -1.538 -2.984 -3.279 -0.250 0.089 0.359 -0.059
C -1.153 -1.853 -2.564 -0.519 0.361 0.842 -0.235
C -2.069 -1.284 -1.628 -0.277 -0.518 -0.105 -0.253
C -3.414 -1.741 -1.549 0.775 -0.633 -0.298 -0.151
C -3.697 -2.986 -2.131 0.206 0.382 -0.076 -0.038
C -2.769 -3.595 -2.991 0.118 0.061 -0.142 -0.088
C -4.468 -0.808 -0.985 -0.398 -0.174 -0.813 -0.077
C -3.900 0.443 -0.369 0.363 0.933 0.238 -0.158
C -2.513 0.737 -0.524 -0.112 -0.084 0.264 -0.244
C -2.020 2.075 -0.419 -0.410 -0.764 0.135 -0.223
C -2.924 3.079 -0.065 -0.558 -0.420 0.218 -0.065
C -4.249 2.744 0.291 0.336 0.610 0.100 -0.087
C -4.724 1.434 0.168 0.279 -0.019 -0.218 -0.043
H -0.883 -3.362 -4.065 -0.177 -0.142 0.240 0.111
H -4.656 -3.472 -1.914 0.297 0.254 -0.340 0.117
H -3.018 -4.524 -3.502 -0.036 0.190 0.186 0.100
H -5.028 -0.449 -1.898 0.320 -0.293 0.772 0.149
H -2.609 4.123 -0.104 -0.136 -0.172 0.172 0.109
H -4.928 3.546 0.610 0.333 -0.431 -0.099 0.104
H -5.753 1.175 0.459 0.399 0.276 -0.349 0.122
N -1.610 -0.265 -0.817 1.101 0.601 -0.100 -0.056
Tl -0.689 -1.320 1.628 -0.518 0.122 -0.991 0.901
C 0.155 -1.116 -2.817 -0.208 -0.038 -0.447 -0.261
H -0.068 -0.114 -3.212 0.083 -0.150 0.035 0.090
H 0.706 -1.676 -3.591 -0.024 0.260 0.142 0.094
C -0.619 2.402 -0.929 -0.371 0.252 -0.096 -0.227
H -0.461 1.904 -1.891 0.045 -0.047 0.022 0.086
H -0.619 3.493 -1.117 0.291 -0.321 0.036 0.106
P 1.338 -0.901 -1.405 -0.734 -0.369 -0.974 0.922
P 0.887 2.105 0.092 -1.004 -0.515 -0.949 0.917
C 0.471 2.884 1.644 0.032 -0.087 0.915 -0.156
H 1.059 2.410 2.442 -0.173 0.251 -0.114 0.038
H 0.663 3.969 1.635 0.049 -0.448 -0.170 0.080
H -0.608 2.744 1.843 0.451 -0.086 -0.179 0.064
C 2.226 3.007 -0.722 0.368 0.024 0.071 -0.172
H 2.201 4.075 -0.468 -0.096 -0.300 -0.111 0.068
H 3.177 2.583 -0.376 -0.162 0.161 -0.060 0.060
H 2.173 2.892 -1.812 -0.087 -0.016 0.283 0.064
C 1.498 -2.661 -0.974 0.171 -0.071 0.629 -0.205
H 2.058 -3.180 -1.769 -0.130 0.259 0.289 0.073
H 2.016 -2.794 -0.018 0.048 -0.041 -0.130 0.031
H 0.507 -3.123 -0.914 0.087 0.169 -0.021 0.048
C 2.915 -0.525 -2.227 0.146 0.054 0.024 -0.220
H 3.689 -0.377 -1.467 -0.052 -0.087 -0.091 0.048
H 3.212 -1.334 -2.902 -0.029 0.173 0.075 0.058
H 2.823 0.405 -2.795 -0.008 -0.092 -0.009 0.048
C -1.335 0.452 4.190 -0.020 1.909 2.433 -0.021
O -1.340 1.140 5.106 -0.009 -1.776 -2.344 0.064
H -5.246 -1.308 -0.394 0.345 0.029 0.172 0.125
C 2.472 -1.894 3.005 0.197 -0.285 0.179 -0.081
C 2.866 -0.488 2.535 -0.625 0.055 -0.104 -0.635
C 2.689 0.489 3.702 0.241 0.042 0.410 -0.058
C 4.335 -0.480 2.103 0.320 -0.024 -0.211 -0.039
C 2.036 -0.055 1.373 0.014 0.654 -1.404 -0.176
C 1.465 0.374 0.303 0.152 0.038 1.923 -0.502
H 3.126 -2.197 3.833 -0.114 0.036 -0.092 0.099
H 2.593 -2.636 2.204 -0.141 0.207 0.206 0.080
H 1.442 -1.918 3.396 0.288 -0.043 -0.155 0.027
H 3.362 0.209 4.523 -0.138 0.079 -0.088 0.096
H 2.942 1.512 3.398 -0.097 -0.204 0.076 0.086
H 1.667 0.458 4.097 0.117 0.099 -0.132 0.068
H 4.525 -1.220 1.315 -0.062 0.212 0.093 0.090
H 4.639 0.515 1.753 -0.081 -0.236 -0.002 0.091
H 4.977 -0.736 2.957 -0.218 0.042 -0.121 0.098
```
Forces are in eV/Å.

## Properties
charge = +1
E_tot = -54297.4110 eV
E_LUMO = -2.94 eV
spin multiplicity = 1
energy relative to the best compared isomer or geometry (same formula, charge and spin) = 0.00 kJ/mol
F_max = 0.0601 Eh/bohr

2.
Computed, not measured: a 5-piece molecular cluster, C27H37F13N2O11S overall at a distorted geometry, with ωB97M-V with the def2-TZVPD basis set.

Geometry as XYZ:
```
91
Properties=species:S:1:pos:R:3:forces:R:3:lowdin_charge:R:1
N 2.135 1.635 -0.656 0.060 0.236 0.067 -0.010
C 1.375 2.551 0.238 -0.341 0.492 -0.239 -0.204
C 0.226 1.836 1.042 0.636 -1.664 -1.036 -0.301
O 0.790 1.259 2.241 -0.377 0.300 -0.244 -0.070
C -0.339 0.602 0.188 1.231 2.213 0.320 -0.175
N -1.560 0.088 0.875 -0.574 -0.321 -2.656 -0.173
C -1.649 -1.404 0.893 -1.307 -1.267 1.060 -0.190
C -0.488 -2.109 1.704 0.740 -0.224 -1.412 -0.105
C 0.205 -3.152 0.747 0.698 -1.550 -0.338 -0.197
C 0.420 -4.512 1.261 0.683 1.239 -2.648 -0.038
C 1.041 -5.480 0.369 0.018 0.415 -0.701 -0.088
C 1.471 -5.196 -0.998 -1.155 2.953 0.770 -0.066
C 1.260 -3.814 -1.521 -0.862 -0.894 2.982 -0.046
C 0.613 -2.835 -0.626 0.626 -1.820 0.085 -0.046
S -2.928 0.732 0.081 -3.867 1.810 2.954 0.698
O -3.067 2.145 0.412 2.030 -1.207 -1.591 -0.279
O -4.153 0.065 0.485 2.147 -0.885 -1.149 -0.268
F -2.830 0.569 -1.547 0.617 -0.004 1.696 -0.190
H 3.130 1.858 -0.627 -0.400 -0.133 0.087 0.071
H 1.858 1.782 -1.628 0.047 -0.166 0.421 0.072
H 0.945 3.369 -0.397 0.255 -0.397 0.837 0.119
H 2.099 2.967 0.982 -0.825 -0.097 -0.546 0.124
H -0.651 2.490 1.276 1.070 -0.380 0.206 0.140
H 1.446 0.589 1.974 -0.290 0.497 -0.020 0.093
H 0.504 -0.125 0.123 -1.042 0.275 0.111 0.100
H -0.513 0.998 -0.848 -0.127 -0.674 0.739 0.123
H -1.794 -1.846 -0.135 0.576 0.508 0.959 0.130
H -2.604 -1.652 1.440 0.910 0.440 -0.643 0.124
H 0.274 -1.366 2.065 -0.787 -0.570 -0.347 0.107
H -0.852 -2.656 2.612 0.092 0.627 -0.917 0.115
H 0.103 -4.752 2.302 0.372 0.037 -1.088 0.105
H 1.192 -6.534 0.715 -0.184 1.146 -0.192 0.098
H 1.938 -5.947 -1.671 -0.483 0.522 0.907 0.084
H 1.571 -3.479 -2.540 -0.314 -0.549 1.097 0.085
H 0.453 -1.825 -1.065 0.058 -0.841 0.562 0.087
C -4.755 5.218 2.313 0.022 0.135 0.312 -0.056
C -3.728 5.679 1.301 -0.418 -0.675 -0.151 -0.198
O -3.208 6.973 1.655 0.547 0.518 0.217 0.029
C -2.237 6.982 2.573 -0.692 -1.076 -0.604 -0.388
O -1.790 6.007 3.105 0.268 0.521 0.175 0.165
C -1.749 8.412 2.813 0.417 1.443 0.412 -0.526
F -2.766 9.285 2.934 0.012 -0.440 -0.086 0.159
F -0.982 8.848 1.795 -0.191 -0.425 0.013 0.158
F -1.014 8.520 3.927 -0.225 -0.453 -0.267 0.163
H -5.542 5.967 2.428 -0.007 -0.055 -0.134 0.083
H -5.206 4.275 2.002 0.067 0.043 -0.042 0.084
H -4.303 5.078 3.296 0.040 -0.093 -0.088 0.078
H -4.198 5.788 0.323 0.131 0.309 0.064 0.128
H -2.919 4.954 1.189 0.055 0.160 0.162 0.112
C 0.224 2.687 6.146 0.059 0.031 0.358 -0.053
C 0.487 1.271 5.675 -0.395 0.506 -0.508 -0.196
O 1.507 0.650 6.479 0.279 -0.541 0.526 0.027
C 1.104 0.136 7.646 -0.724 0.638 -1.036 -0.389
O -0.022 0.164 8.052 0.396 -0.285 0.380 0.169
C 2.278 -0.532 8.363 1.150 -0.543 0.851 -0.526
F 3.390 0.224 8.336 -0.396 0.056 -0.176 0.157
F 2.597 -1.711 7.795 -0.334 0.272 -0.152 0.157
F 2.013 -0.781 9.652 -0.315 0.201 -0.423 0.163
H 1.151 3.263 6.164 -0.039 -0.026 -0.151 0.084
H -0.490 3.185 5.488 0.054 -0.055 -0.020 0.082
H -0.177 2.696 7.162 -0.085 -0.039 -0.083 0.077
H 0.862 1.290 4.653 0.199 -0.147 0.171 0.100
H -0.425 0.671 5.673 0.129 -0.056 0.241 0.128
C 7.190 -1.786 -3.936 -0.020 -0.294 0.200 -0.060
C 5.968 -1.577 -4.806 0.490 0.567 0.097 -0.201
O 5.318 -2.829 -5.081 -0.548 -0.487 0.017 0.030
C 4.501 -3.288 -4.127 0.726 1.156 -0.054 -0.383
O 4.289 -2.735 -3.086 -0.318 -0.498 -0.091 0.164
C 3.845 -4.594 -4.576 -0.590 -1.569 -0.508 -0.521
F 4.722 -5.442 -5.141 0.105 0.447 0.211 0.164
F 2.882 -4.378 -5.491 0.232 0.422 0.248 0.163
F 3.272 -5.257 -3.560 0.309 0.562 -0.050 0.148
H 7.864 -2.514 -4.391 -0.002 0.128 -0.082 0.085
H 7.727 -0.846 -3.794 -0.048 -0.023 -0.049 0.083
H 6.913 -2.176 -2.955 -0.037 0.124 -0.019 0.078
H 6.268 -1.164 -5.769 -0.158 -0.290 -0.081 0.126
H 5.269 -0.869 -4.356 -0.086 -0.246 0.067 0.124
C -4.416 -0.975 -4.297 -0.193 -0.294 -0.026 -0.061
C -3.138 -0.991 -5.110 -0.260 0.637 0.282 -0.201
O -2.713 -2.339 -5.368 0.191 -0.555 -0.384 0.026
C -3.313 -2.959 -6.391 -0.161 1.258 0.432 -0.385
O -4.160 -2.471 -7.081 0.157 -0.547 -0.127 0.172
C -2.727 -4.360 -6.578 0.450 -1.516 -0.142 -0.526
F -2.591 -5.015 -5.411 -0.141 0.424 -0.091 0.159
F -1.505 -4.311 -7.142 -0.257 0.389 0.103 0.159
F -3.489 -5.129 -7.365 -0.039 0.563 0.151 0.165
H -4.294 -1.555 -3.380 0.081 0.137 0.018 0.083
H -4.692 0.048 -4.035 0.064 -0.034 -0.008 0.083
H -5.241 -1.424 -4.852 0.047 0.114 -0.059 0.079
H -2.336 -0.515 -4.544 0.115 -0.307 -0.048 0.120
H -3.247 -0.435 -6.043 -0.043 -0.257 -0.059 0.126
```
Forces are in eV/Å.

## Properties
E_tot = -100263.0609 eV
E_LUMO = -0.06 eV
spin multiplicity = 1
F_max = 0.1010 Eh/bohr